Molecular formula: C4H14O3
Method: DFT, wB97M-V/def2-TZVPD

Element x y z (Å)
C: -2.97157 1.19852 -3.35871
C: -1.62727 1.41284 -2.63244
C: -0.66913 2.37479 -2.92359
C: 0.57466 2.50643 -2.12933
H: -2.88570 1.71032 -4.43271
H: -3.02892 0.18197 -3.58334
H: -3.68968 1.73404 -2.75522
H: -1.61566 0.53758 -1.95512
H: -0.83681 3.13670 -3.66356
H: 1.26323 3.24726 -2.45296
H: 0.52931 2.68318 -0.99468
H: 1.23972 1.60437 -2.34712
O: 2.34890 -2.73338 3.74494
H: 2.66127 -3.49743 4.11483
H: 2.38411 -2.96674 2.82960
O: -0.16932 -1.71313 6.46865
H: -0.09077 -1.24958 7.29191
H: 0.27498 -1.05204 5.86348
O: 2.13251 -2.82336 1.18031
H: 1.33231 -2.92543 0.80029
H: 2.84386 -3.36690 0.93479

Atoms 1-6, force components in eV/Å:
2.70 3.84 -2.48
0.53 0.83 -1.66
-2.45 -2.32 1.97
1.97 -1.64 1.36
-0.50 -0.76 2.24
-1.00 -1.67 0.17

As for the largest force on an atom: 5.31 eV/A. For the energy relative to the best compared isomer or geometry (same formula, charge and spin), the calculation gives 2.724 eV. The HOMO energy is -8.97 eV. The value obtained for the total energy is -10515.2051 eV. As for the SMILES: C/C=C/C.O.O.O. The calculation puts the gap between HOMO and LUMO at 9.6 eV. Its LUMO energy is 0.6 eV.